[1]
2 unconnected molecules or ions with the total composition C12H27BrNO2PS at a distorted geometry, computed with wB97M-V/def2-TZVPD.

Calculated values
Electronic energy = -3991.8906 Eh
Max |F| = 3.0 eV Å⁻¹
LUMO energy (spin up / spin down) = -4.7 / -4.7 eV
Orbital gap (spin up / spin down) = 0.2180 / 0.2470 Ha
<S²> = 0.754
Spin multiplicity = 2
Charge = +1

```
45
Properties=species:S:1:pos:R:3:mulliken_charge:R:1
C 2.904 1.198 0.467 -1.10
C 3.514 -0.229 0.721 -0.23
C 3.781 -0.481 2.236 -0.58
S 5.522 -0.290 2.793 -0.04
P 6.895 -0.405 1.118 0.46
O 8.210 -1.247 1.722 -0.44
Br 7.600 1.719 0.781 -0.06
H 1.818 1.117 0.596 0.22
H 3.356 1.908 1.178 0.38
H 3.169 1.526 -0.545 0.34
H 4.355 -0.453 0.054 0.46
H 2.713 -0.933 0.435 0.06
H 3.395 -1.470 2.513 0.44
H 3.204 0.276 2.793 0.45
H 5.588 1.003 3.271 0.27
H 7.868 -2.039 2.154 0.35
C -3.790 1.670 -1.078 -1.71
C -2.650 0.854 -1.722 1.62
C -3.235 -0.391 -2.399 -1.24
C -3.707 -1.438 -1.395 -0.52
C -2.582 -1.803 -0.432 -1.33
C -1.925 -0.591 0.244 1.84
N -1.616 0.509 -0.709 0.50
O -0.518 0.193 -1.346 -0.60
C -2.827 -0.057 1.374 -1.81
C -0.664 -1.082 0.975 -1.85
C -2.085 1.791 -2.800 -1.86
H -4.400 2.141 -1.850 0.47
H -4.484 1.071 -0.493 0.29
H -3.397 2.466 -0.443 0.37
H -2.484 -0.845 -3.054 0.37
H -4.068 -0.104 -3.044 0.38
H -4.582 -1.083 -0.844 0.32
H -4.031 -2.334 -1.930 0.39
H -2.965 -2.485 0.332 0.39
H -1.824 -2.364 -0.990 0.38
H -2.426 0.871 1.787 0.38
H -2.881 -0.777 2.192 0.47
H -3.855 0.120 1.071 0.32
H 0.025 -1.603 0.309 0.33
H -0.937 -1.788 1.760 0.46
H -0.131 -0.250 1.444 0.43
H -1.649 2.687 -2.352 0.44
H -2.878 2.109 -3.476 0.44
H -1.325 1.310 -3.416 0.36
```

---

[2]
A molecular structure, C12H27F2LiNO18P2S2 at a distorted geometry, computed with wB97M-V/def2-TZVPD.

Calculated values
Electronic energy = -3569.0211 Eh
Max |F| = 2.8 eV Å⁻¹
LUMO energy = 5.3 eV
Orbital gap = 0.0511 Ha
Spin multiplicity = 1
Charge = -3

```
65
Properties=species:S:1:pos:R:3:mulliken_charge:R:1
Li 25.101 27.314 -13.383 0.68
N 22.042 28.809 -10.165 -0.20
S 20.838 29.078 -9.159 1.02
O 20.354 27.977 -8.371 -0.62
O 19.859 30.006 -9.660 -0.64
F 21.586 29.977 -8.056 -0.29
S 21.390 27.697 -11.144 0.98
O 20.246 28.119 -11.899 -0.55
O 21.375 26.342 -10.689 -0.64
F 22.538 27.716 -12.235 0.04
P 26.746 28.673 -12.020 0.23
O 26.338 30.120 -11.630 -0.91
O 28.100 28.210 -11.457 -0.87
O 26.792 28.383 -13.579 -0.46
O 25.460 27.850 -11.612 -0.74
C 26.863 28.938 -16.469 0.08
O 27.376 27.959 -17.421 -0.31
C 28.450 27.226 -17.136 0.78
O 29.096 27.231 -16.146 -0.51
O 28.778 26.431 -18.203 -0.40
C 27.956 26.431 -19.346 -0.54
H 26.229 29.565 -17.099 -0.13
H 27.657 29.552 -16.054 0.40
H 26.300 28.493 -15.644 -0.07
H 27.822 27.450 -19.714 0.24
H 26.982 25.975 -19.165 0.11
H 28.448 25.877 -20.148 0.32
C 23.466 24.356 -11.786 -0.33
O 24.575 23.628 -12.363 -0.41
C 25.164 24.225 -13.391 0.55
O 24.917 25.316 -13.814 -0.48
O 26.031 23.369 -13.957 -0.41
C 26.634 23.880 -15.143 -0.52
H 23.462 24.112 -10.728 0.26
H 22.531 24.006 -12.224 0.27
H 23.618 25.422 -11.900 0.04
H 25.932 23.821 -15.978 0.21
H 27.497 23.243 -15.332 0.27
H 27.002 24.901 -15.045 0.24
C 24.104 25.842 -17.592 -0.28
C 23.139 26.965 -17.924 -0.52
O 23.640 28.199 -17.416 0.05
P 23.269 28.709 -15.960 -0.90
O 24.021 28.143 -14.872 1.20
O 21.697 28.406 -15.905 -0.11
C 20.978 28.992 -14.771 0.07
C 19.681 28.253 -14.653 -1.42
O 23.329 30.292 -16.071 -0.22
C 22.799 30.921 -17.247 -0.32
C 23.961 31.373 -18.109 -1.26
H 25.101 26.068 -17.972 -0.10
H 24.200 25.758 -16.505 -0.11
H 23.780 24.879 -17.991 0.50
H 23.065 27.052 -19.013 0.33
H 22.132 26.762 -17.558 0.36
H 21.595 28.960 -13.873 0.17
H 20.807 30.046 -15.014 0.12
H 19.802 27.170 -14.648 0.30
H 19.233 28.484 -13.680 0.45
H 18.902 28.506 -15.377 0.35
H 22.177 30.201 -17.781 0.26
H 22.183 31.757 -16.917 0.46
H 23.662 32.118 -18.851 0.45
H 24.690 31.871 -17.465 0.32
H 24.458 30.526 -18.575 0.19
```

---

[3]
A molecular structure, C12H27F3O8PtS3, computed with wB97M-V/def2-TZVPD.

Calculated values
Electronic energy = -2688.7650 Eh
Max |F| = 0.2 eV Å⁻¹
LUMO energy (spin up / spin down) = 0.1 / -0.5 eV
Orbital gap (spin up / spin down) = 0.3196 / 0.3451 Ha
<S²> = 2.004
Spin multiplicity = 3

```
54
Properties=species:S:1:pos:R:3:mulliken_charge:R:1
Pt 0.624 0.997 0.130 3.06
C -0.198 -3.786 -2.000 -0.96
C -1.661 -3.698 -1.579 -0.37
C -2.234 -2.288 -1.614 -0.99
S -1.671 -1.053 -0.432 0.67
O -0.163 -0.925 -0.653 -1.44
C -1.922 -1.907 1.142 -0.92
C -0.788 -2.818 1.622 -0.34
C 0.269 -2.086 2.440 -1.08
H 0.131 -4.824 -2.024 0.38
H 0.452 -3.229 -1.327 0.08
H -0.059 -3.367 -2.998 0.36
H -1.808 -4.135 -0.589 0.21
H -2.273 -4.294 -2.261 0.40
H -3.317 -2.288 -1.463 0.49
H -2.039 -1.808 -2.577 0.48
H -2.865 -2.442 1.009 0.61
H -2.090 -1.099 1.857 0.42
H -0.314 -3.319 0.780 0.12
H -1.248 -3.599 2.233 0.42
H 0.839 -1.394 1.823 0.06
H 0.974 -2.797 2.872 0.45
H -0.192 -1.524 3.254 0.34
C 1.471 1.554 3.679 -0.85
S 0.313 2.318 2.592 0.98
O -0.420 3.318 3.306 -0.62
O 1.111 2.816 1.436 -0.75
O -0.537 1.200 2.056 -0.76
H 2.151 2.327 4.031 0.37
H 2.012 0.794 3.118 0.16
H 0.921 1.119 4.510 0.33
C -2.820 2.547 0.179 -1.15
C -1.625 3.252 -0.416 -0.48
O -0.800 2.288 -1.105 -0.37
C -0.096 2.828 -2.244 -0.44
C 0.941 3.866 -1.871 -1.10
H -3.444 3.274 0.700 0.42
H -2.496 1.802 0.905 0.11
H -3.411 2.063 -0.599 0.31
H -1.031 3.749 0.352 0.27
H -1.935 3.999 -1.151 0.61
H -0.850 3.238 -2.922 0.52
H 0.373 1.968 -2.719 0.28
H 0.489 4.734 -1.390 0.35
H 1.449 4.203 -2.774 0.43
H 1.685 3.445 -1.197 0.22
F 2.670 -2.159 -1.549 -0.18
C 3.745 -1.377 -1.411 0.52
F 4.245 -1.130 -2.620 -0.22
F 4.657 -2.034 -0.697 -0.21
S 3.306 0.198 -0.577 0.95
O 2.690 -0.218 0.691 -0.78
O 4.530 0.927 -0.501 -0.56
O 2.261 0.773 -1.459 -0.81
```

---

[4]
A molecular structure, C12H27N2 at a distorted geometry, computed with wB97M-V/def2-TZVPD.

Calculated values
Electronic energy = -582.5332 Eh
Max |F| = 4.0 eV Å⁻¹
LUMO energy = -2.7 eV
Orbital gap = 0.3572 Ha
Spin multiplicity = 1
Charge = +1

```
41
Properties=species:S:1:pos:R:3:mulliken_charge:R:1
C -0.764 0.219 -1.990 -1.36
C 0.313 -0.428 -2.020 0.35
C 2.839 0.800 -1.089 -1.48
C 1.512 -2.595 -0.005 -0.70
C -0.502 2.735 -0.438 -1.04
C -0.310 2.333 2.037 -0.94
C -1.650 -1.013 2.483 -1.50
C -2.863 -1.084 0.211 -1.55
C 2.688 -0.447 -2.004 -0.38
C 1.401 -2.497 -1.510 -0.58
C -1.114 1.958 0.821 -0.05
C -2.257 -0.192 1.273 0.73
N 1.442 -1.093 -1.878 -0.05
N -1.062 0.473 0.637 -0.14
H -0.987 0.267 -0.718 0.43
H -1.411 0.746 -2.687 0.60
H 2.772 1.686 -1.605 0.49
H 2.319 0.845 -0.172 0.32
H 3.856 0.880 -0.848 0.52
H 1.968 -3.574 0.389 0.35
H 2.172 -1.811 0.318 0.34
H 0.606 -2.462 0.509 0.01
H -1.066 2.397 -1.360 0.27
H -0.480 3.862 -0.308 0.40
H 0.556 2.386 -0.627 0.11
H -0.512 3.214 2.634 0.38
H 0.803 2.440 1.680 0.24
H -0.540 1.536 2.747 0.16
H -1.196 -0.424 3.217 0.43
H -2.457 -1.762 2.889 0.37
H -0.855 -1.692 2.264 0.30
H -2.584 -0.749 -0.739 0.44
H -3.900 -1.004 0.372 0.38
H -2.526 -2.068 0.515 0.38
H 2.853 -0.074 -3.053 0.29
H 3.467 -1.127 -1.631 0.42
H 2.208 -2.958 -2.078 0.39
H 0.390 -2.869 -1.855 0.40
H -2.145 2.178 0.973 0.53
H -2.885 0.665 1.754 0.35
H -0.098 0.303 0.891 0.39
```